[1]
Below is a 11-piece molecular cluster, C49H94N10O13 overall, with properties calculated with ωB97M-V/def2-TZVPD.

Cartesian coordinates (Å):
C 0.89448 -2.95989 2.31516
C -0.38649 -3.60750 1.70492
C -1.52339 -2.57267 1.60266
C -1.25283 -1.50175 0.46966
C -1.39900 -0.12561 1.09056
C -0.29732 0.72005 1.20506
C -0.41203 1.96328 1.78232
O 0.73775 2.71780 1.84966
C -1.63106 2.44827 2.30416
C -2.70655 1.60071 2.20807
C -2.60042 0.34645 1.60094
C -3.85807 -0.50357 1.50619
O -4.12830 -1.15923 0.52173
C -4.76352 -0.41436 2.72947
C -5.51876 -1.61526 3.30854
C -6.92722 -1.15890 3.77707
C -5.60931 -2.83022 2.35768
C -6.17824 -4.11360 3.00195
C -4.98956 -5.03772 3.40778
C -4.85250 0.78793 3.28736
C -4.07222 1.96335 2.75341
O -4.50252 3.10198 2.78654
H 0.64040 -1.97913 2.74325
H 1.31961 -3.54794 3.13630
H 1.67132 -2.83518 1.54544
H -0.70285 -4.39007 2.40921
H -0.15969 -4.04490 0.72398
H -2.50100 -3.05612 1.50179
H -1.54289 -2.04222 2.56728
H -1.99252 -1.66088 -0.31707
H -0.23134 -1.69126 0.12669
H 0.66772 0.37784 0.83806
H 0.87555 3.01522 0.92479
H -1.74999 3.42687 2.76014
H -4.98179 -1.95275 4.21200
H -7.41019 -0.54838 3.00708
H -6.83245 -0.62822 4.73127
H -7.57476 -2.02136 3.97003
H -6.18101 -2.50677 1.47356
H -4.60511 -3.03890 1.97380
H -6.87627 -3.93408 3.82611
H -6.72888 -4.66168 2.22241
H -4.50875 -4.65546 4.31320
H -5.35069 -6.06488 3.50213
H -4.26710 -5.04380 2.58709
H -5.44836 0.99582 4.17439
C 3.07165 3.26214 -3.91260
N 2.97521 3.52466 -2.48813
C 2.08768 3.00408 -1.61080
C 1.07169 2.03438 -2.14687
O 2.13072 3.33230 -0.42463
H 4.06283 2.85621 -4.12973
H 2.94719 4.20443 -4.45149
H 2.31378 2.55878 -4.24294
H 3.63091 4.16685 -2.07159
H 0.43123 1.69645 -1.33495
H 0.44467 2.51945 -2.89798
H 1.57350 1.16680 -2.57864
C -4.36878 5.15055 0.97782
N -3.58664 4.80458 -0.19726
C -2.27638 5.06322 -0.43560
C -1.50626 5.80018 0.63221
O -1.75042 4.70320 -1.48001
H -4.76005 4.23752 1.42780
H -5.20540 5.78350 0.67499
H -3.77242 5.67881 1.71341
H -4.04231 4.30836 -0.94633
H -0.47906 5.93075 0.30302
H -1.94572 6.78383 0.80494
H -1.50384 5.22677 1.56000
C -4.00940 3.89728 -4.66278
N -2.60596 3.62647 -4.43255
C -1.92051 2.48745 -4.66568
C -2.66885 1.30874 -5.23735
O -0.72544 2.44273 -4.40047
H -4.10228 4.73990 -5.35012
H -4.48022 4.16452 -3.71426
H -4.52092 3.03787 -5.08362
H -2.03145 4.35835 -4.04005
H -1.98159 0.47663 -5.36043
H -3.46721 1.00318 -4.55984
H -3.08654 1.56286 -6.21244
C 6.89860 -3.25331 2.70939
N 5.59777 -2.98812 2.12498
C 4.75169 -3.86855 1.52545
C 5.19009 -5.31091 1.44074
O 3.68258 -3.48815 1.07939
H 6.87993 -2.97453 3.76450
H 7.64983 -2.64821 2.19865
H 7.16958 -4.30016 2.62449
H 5.24546 -2.04399 2.14850
H 4.41730 -5.88741 0.94082
H 6.11321 -5.39288 0.86529
H 5.33892 -5.72095 2.44064
C 2.98392 8.77889 -3.47842
N 2.17755 8.72522 -4.68390
C 0.96689 8.12589 -4.85764
C 0.36303 7.42254 -3.66688
O 0.40904 8.16715 -5.94189
H 3.14059 9.82239 -3.19908
H 3.95365 8.31816 -3.67585
H 2.50646 8.25948 -2.65449
H 2.52622 9.17682 -5.51436
H -0.59345 6.99426 -3.95054
H 1.01777 6.61612 -3.33272
H 0.19873 8.13044 -2.85327
C -1.62433 -10.31444 2.68889
N -2.23278 -9.15914 3.32359
C -2.48209 -7.93742 2.77604
C -2.09038 -7.72345 1.33506
O -3.00600 -7.06096 3.44468
H -2.32601 -11.14983 2.72008
H -0.72342 -10.59068 3.24006
H -1.36116 -10.11161 1.65675
H -2.51821 -9.23513 4.28705
H -2.34983 -6.70948 1.04323
H -1.01470 -7.85618 1.21122
H -2.62797 -8.42088 0.68998
C -2.07719 1.65230 7.71180
N -2.02034 0.34941 7.07654
C -1.15745 -0.07742 6.11169
C -0.12008 0.90429 5.62301
O -1.23818 -1.21275 5.67337
H -1.93544 1.53253 8.78769
H -3.05909 2.09507 7.53340
H -1.31325 2.31857 7.32589
H -2.68680 -0.35145 7.35909
H 0.49086 0.42823 4.86111
H -0.60115 1.77738 5.17969
H 0.52307 1.20257 6.45261
C 5.06024 4.37390 -7.98765
N 5.33472 3.47327 -6.88361
C 6.52446 3.24216 -6.26516
C 7.73091 3.99792 -6.76306
O 6.58984 2.44614 -5.33962
H 4.31450 5.10702 -7.67430
H 4.65784 3.80067 -8.82472
H 5.95535 4.89394 -8.31116
H 4.57261 2.93595 -6.50141
H 8.59915 3.71641 -6.17892
H 7.92183 3.75499 -7.80989
H 7.57669 5.07160 -6.65257
C -8.73203 -9.74279 2.80984
N -7.78520 -10.29495 1.85916
C -6.43017 -10.17258 1.85843
C -5.80124 -9.37024 2.97011
O -5.76334 -10.69990 0.98172
H -9.29490 -10.55796 3.26837
H -9.42767 -9.08788 2.28219
H -8.23273 -9.17548 3.58783
H -8.14072 -10.84201 1.09126
H -4.72461 -9.35994 2.83962
H -6.16350 -8.34177 2.94298
H -6.02931 -9.82361 3.93627
C 13.60684 4.53960 -3.61939
N 12.48431 5.09003 -4.35582
C 11.37730 4.44078 -4.80604
C 11.27153 2.96163 -4.52053
O 10.51169 5.04843 -5.41601
H 13.69336 5.05548 -2.66153
H 14.52276 4.70147 -4.19041
H 13.48479 3.47708 -3.43954
H 12.49315 6.07272 -4.57857
H 10.34193 2.58295 -4.93595
H 12.10261 2.42688 -4.98254
H 11.26834 2.78330 -3.44462

Atoms 1-2, force components in eV/Å:
C -0.13 0.19 -0.58
C 0.08 0.34 0.87

- largest force on an atom (Eh/bohr) = 0.0301
- E_HOMO (eV) = -8.5


[2]
Below is a 10-piece molecular cluster, C49H98F12O26S overall, with properties calculated with ωB97M-V/def2-TZVPD.

Cartesian coordinates (Å):
C -6.29026 0.83951 8.82187
C -4.96619 0.25670 9.29871
O -3.91813 0.46010 8.43047
C -3.47242 -0.44744 7.52850
O -3.94531 -1.58542 7.39943
C -2.25489 -0.06451 6.67217
F -1.77052 1.12432 7.04174
F -1.31698 -0.99242 6.86052
F -2.64057 -0.08519 5.38390
H -6.41297 0.53508 7.78246
H -6.15867 1.91787 8.73283
H -7.12367 0.65250 9.49903
H -5.04175 -0.80826 9.51837
H -4.80558 0.71360 10.27521
C 0.03071 -0.29261 3.49600
C 0.57005 -0.37959 2.07505
O -0.27330 0.40939 1.20118
C -0.40217 0.01338 -0.07838
O 0.22344 -0.94108 -0.53974
C -1.38171 0.94835 -0.85399
F -0.78784 2.05969 -1.26098
F -1.93790 0.35112 -1.88148
F -2.37849 1.37248 -0.04226
H -0.99085 -0.67153 3.46515
H 0.04645 0.70157 3.94263
H 0.53537 -1.01232 4.14054
H 0.52452 -1.45487 1.90240
H 1.62222 -0.10986 1.98412
C 5.57893 4.75300 4.63625
C 4.73987 3.94681 3.63171
O 4.46228 2.69756 4.22285
C 3.22206 2.12652 4.07883
O 2.27946 2.55473 3.41701
C 3.04504 0.72726 4.85305
F 2.88931 -0.25573 3.96144
F 4.19576 0.37999 5.48065
F 2.02403 0.67486 5.71914
H 6.50254 4.22834 4.88072
H 5.18392 4.93421 5.63587
H 5.71363 5.77056 4.26946
H 5.31826 3.86034 2.71188
H 3.81950 4.48587 3.40714
C -5.03235 2.42051 -1.99683
C -5.54231 2.95176 -3.37097
O -4.71038 2.38988 -4.46700
C -4.83604 2.77461 -5.77611
O -5.62990 3.62677 -6.13414
C -3.97585 1.98665 -6.82026
F -3.10107 1.16389 -6.23070
F -4.82594 1.13183 -7.48726
F -3.39930 2.80626 -7.72488
H -5.77906 2.51402 -1.20831
H -4.05851 2.87547 -1.81582
H -5.06869 1.33120 -2.01097
H -5.50782 4.03915 -3.30394
H -6.55731 2.63916 -3.61628
C -1.99140 -1.89323 -5.05883
C -1.04548 -2.57077 -6.08313
O 0.07927 -3.05281 -5.34971
S 0.57777 -4.63776 -5.63586
C -0.72749 -5.49536 -4.55741
O 0.33891 -4.94613 -7.04890
O 1.85806 -4.88003 -5.00475
H -2.75282 -1.25422 -5.50606
H -1.46339 -1.21639 -4.38711
H -2.53950 -2.66272 -4.51517
H -1.72604 -3.34792 -6.43095
H -0.82286 -1.88764 -6.90280
H -1.71231 -5.42558 -5.01932
H -0.68213 -5.03515 -3.57037
H -0.53055 -6.56267 -4.45661
C 3.51562 0.19030 -0.21415
O 4.21247 -0.85756 0.39143
C 4.07870 -2.13596 -0.33844
C 4.61732 -2.23125 -1.77246
O 3.99969 -1.34492 -2.70864
C 2.65954 -1.64130 -3.11732
C 2.01441 -0.41915 -3.83149
O 2.52556 0.01973 -5.09317
C 2.45242 -0.86518 -6.16924
H 3.42671 1.05503 0.44345
H 2.49435 -0.05198 -0.50808
H 4.08668 0.55992 -1.06584
H 3.03904 -2.46237 -0.36424
H 4.53017 -2.93037 0.25587
H 4.68331 -3.28512 -2.04281
H 5.63651 -1.84514 -1.75543
H 2.05563 -1.93142 -2.25753
H 2.62646 -2.50292 -3.78411
H 2.02540 0.42707 -3.14456
H 0.95169 -0.65852 -3.86923
H 3.00845 -0.46000 -7.01467
H 1.46185 -1.15091 -6.52311
H 2.98140 -1.79903 -5.97901
C -1.05531 5.47999 -9.16396
O -2.15415 6.33928 -9.15829
C -2.30868 7.26443 -8.10063
C -2.89432 6.65666 -6.82409
O -1.77446 6.11620 -6.11840
C -2.20159 5.55463 -4.85026
C -1.23852 4.47801 -4.32795
O -1.16984 3.37967 -5.17437
C -0.58002 2.16886 -4.70756
H -0.76028 5.06591 -8.19980
H -0.21092 5.99014 -9.62748
H -1.34791 4.63700 -9.78992
H -2.98374 7.97511 -8.57742
H -1.46261 7.91002 -7.86506
H -3.64125 5.91851 -7.11621
H -3.44138 7.45037 -6.31531
H -3.14161 5.00881 -4.93112
H -2.30941 6.29889 -4.06124
H -1.42724 4.37884 -3.25900
H -0.21724 4.85845 -4.30916
H -1.14943 1.80930 -3.85048
H 0.37945 2.35535 -4.22513
H -0.64794 1.42931 -5.50541
C 3.83378 -6.76329 -2.45533
O 2.91854 -6.44250 -1.36770
C 1.93320 -5.54448 -1.86077
C 0.82847 -5.42003 -0.78677
O -0.14205 -4.50992 -1.23157
C -0.86901 -3.96984 -0.18701
C -2.10015 -3.16526 -0.56250
O -2.90602 -3.92053 -1.48580
C -4.26077 -3.45568 -1.74378
H 4.33241 -5.85532 -2.79454
H 3.46857 -7.21774 -3.37629
H 4.57542 -7.38505 -1.95383
H 1.43542 -6.00432 -2.71450
H 2.32727 -4.56541 -2.13324
H 1.27098 -5.12391 0.16433
H 0.30391 -6.35618 -0.59558
H -0.20835 -3.41109 0.47588
H -1.20861 -4.81685 0.40908
H -1.70131 -2.31029 -1.10844
H -2.69567 -2.87894 0.30437
H -4.94506 -3.57446 -0.90370
H -4.70839 -4.04105 -2.54695
H -4.25243 -2.40361 -2.02874
C -3.35768 8.92357 6.52889
O -2.54188 7.76296 6.20221
C -1.22525 8.01161 5.76840
C -0.27613 6.83462 5.62631
O -0.96600 5.96057 4.71066
C -0.17831 4.89531 4.26152
C -1.00660 4.01731 3.26156
O -2.05408 3.22735 3.85716
C -2.79228 2.47572 2.92899
H -3.13716 9.20040 7.55984
H -4.42902 8.76278 6.40853
H -3.14829 9.82400 5.95140
H -0.81981 8.69350 6.51590
H -1.38310 8.47804 4.79597
H -0.14449 6.31610 6.57599
H 0.68844 7.12582 5.21050
H 0.17578 4.17674 5.00070
H 0.69807 5.33806 3.78820
H -0.30458 3.33906 2.77655
H -1.43243 4.61838 2.45814
H -3.30895 3.26005 2.37582
H -3.54547 1.94160 3.50823
H -2.12028 1.74238 2.48321
C 2.69191 -3.27780 4.88316
O 2.18447 -3.13942 3.56946
C 2.81596 -3.89331 2.57977
C 2.72660 -5.40550 2.64782
O 3.66961 -5.91779 3.66148
C 3.58476 -7.34176 3.98377
C 4.57058 -8.17957 3.15700
O 5.89483 -8.07666 3.67065
C 6.82510 -8.84469 2.95794
H 2.59414 -2.33200 5.41610
H 3.76518 -3.46619 4.85648
H 2.22647 -4.10208 5.42356
H 3.84042 -3.52228 2.54936
H 2.32810 -3.58194 1.65613
H 2.99529 -5.86322 1.69577
H 1.71142 -5.74189 2.85841
H 2.56324 -7.71713 3.92299
H 3.84328 -7.42058 5.03973
H 4.54348 -7.88752 2.10720
H 4.23661 -9.21425 3.07951
H 7.73858 -8.77476 3.54847
H 6.98759 -8.56279 1.91763
H 6.60406 -9.90750 3.05634

Atoms 1-2, force components in eV/Å:
C 1.04 0.55 -1.05
C -2.18 -1.42 1.81

- largest force on an atom (Eh/bohr) = 0.0860
- E_HOMO (eV) = -9.2
- ΔE to the lowest compared entry with this formula, charge and spin (kJ/mol) = 157.9


Question: What is the formula in the first record?
Answer: C49H94N10O13


Question: Among the records above, which one has the lowest largest force on an atom?
Answer: C49H94N10O13


Question: Number 2 is which compound?
Answer: C49H98F12O26S